No. 1
Molecular formula: H36O18
Method: DFT, ωB97M-V/def2-TZVPD

```
! RIJCOSX wB97M-V def2-TZVPD def2/J DEFGRID3
* xyz 0 1
O -1.26 1.45 5.43
H -0.35 1.73 5.49
H -1.23 0.63 4.93
O 1.16 -3.42 4.03
H 0.29 -3.81 4.10
H 1.20 -3.06 3.15
O -2.24 2.25 -4.47
H -1.93 1.96 -3.62
H -3.19 2.27 -4.39
O -1.60 4.31 -0.66
H -1.69 3.46 -1.09
H -1.33 4.91 -1.36
O -2.44 -2.84 1.66
H -2.27 -3.27 2.49
H -1.64 -2.35 1.46
O 0.38 0.11 -0.26
H -0.24 0.60 0.27
H 0.89 0.78 -0.71
O -2.07 1.20 0.98
H -2.11 2.10 1.29
H -2.38 0.67 1.72
O 0.61 -0.13 3.61
H 0.29 -0.25 2.71
H 1.56 -0.05 3.52
O -4.63 0.20 -2.28
H -4.53 -0.65 -1.85
H -4.98 0.00 -3.14
O -2.21 1.65 -1.72
H -1.89 1.56 -0.83
H -3.03 1.15 -1.74
O 2.58 0.73 -5.92
H 2.38 1.29 -5.17
H 2.80 1.34 -6.63
O -3.23 0.11 3.40
H -2.99 -0.77 3.70
H -2.88 0.70 4.07
O 0.43 -2.31 1.10
H 0.46 -2.90 0.34
H 0.60 -1.44 0.73
O 3.20 0.66 3.33
H 3.59 -0.05 2.82
H 3.93 1.06 3.80
O 3.37 1.33 -1.64
H 3.72 0.79 -2.35
H 3.87 2.14 -1.69
O -0.51 -0.99 -3.86
H -0.40 -0.71 -2.95
H -1.14 -1.71 -3.81
O 5.86 0.42 -0.30
H 5.60 -0.44 0.03
H 5.16 0.66 -0.92
O 2.54 -4.38 -2.29
H 1.91 -4.36 -3.01
H 2.00 -4.35 -1.50
*
```

These are the Löwdin partial charges, in e, on atoms 1 to 2: number 1, O, carries -0.05; number 2, H, carries 0.04

---

No. 2
Molecular formula: H36O18
Method: DFT, ωB97M-V/def2-TZVPD

```
! RIJCOSX wB97M-V def2-TZVPD def2/J DEFGRID3
* xyz 0 1
O 2.96 0.41 -1.49
H 2.34 1.13 -1.67
H 3.73 0.93 -1.22
O -0.76 -2.24 4.96
H -0.34 -1.69 4.30
H -0.88 -3.17 4.81
O -4.56 -0.28 0.29
H -4.10 0.12 1.03
H -3.97 -0.58 -0.42
O -2.96 -4.49 1.23
H -2.47 -3.94 0.62
H -3.86 -4.29 1.46
O 0.06 2.69 -1.10
H -0.64 2.81 -1.74
H -0.04 2.62 -0.16
O 3.05 3.77 -1.99
H 3.17 4.70 -2.11
H 2.19 3.41 -2.22
O 2.59 -2.64 1.48
H 2.05 -1.99 1.00
H 2.85 -3.28 0.81
O 0.62 -0.52 3.20
H 0.57 0.23 2.60
H 1.53 -0.78 3.08
O 0.37 -0.29 -4.06
H -0.13 -1.04 -4.41
H 0.92 -0.75 -3.42
O 1.42 -2.38 -1.86
H 2.03 -2.94 -2.34
H 1.51 -2.26 -0.92
O -2.89 -1.09 -1.51
H -3.52 -1.36 -2.18
H -2.43 -0.35 -1.91
O 0.04 -1.71 1.00
H -0.50 -1.92 0.24
H -0.34 -1.14 1.68
O 3.80 -0.99 -3.91
H 3.84 -0.04 -4.04
H 3.04 -1.02 -3.33
O -0.42 -4.11 -2.61
H 0.03 -3.47 -2.03
H -0.16 -5.01 -2.45
O -1.43 1.98 5.70
H -0.60 2.12 5.25
H -1.72 1.08 5.80
O -4.59 1.71 -1.58
H -4.35 0.95 -1.01
H -5.53 1.63 -1.64
O 2.02 4.10 2.98
H 2.07 5.06 2.95
H 2.87 3.78 3.30
O 0.18 5.50 0.03
H 0.74 6.27 -0.07
H 0.61 4.79 -0.42
*
```

These are the Löwdin partial charges, in e, on atoms 1 to 2: number 1, O, carries -0.04; number 2, H, carries 0.02

---

No. 3
Molecular formula: H37O18
Method: DFT, ωB97M-V/def2-TZVPD

```
! RIJCOSX wB97M-V def2-TZVPD def2/J DEFGRID3
* xyz 1 1
O -0.36 -0.91 -3.78
H 4.22 2.13 0.78
H 0.34 -0.53 -3.26
O 1.13 0.91 1.88
H -1.68 -4.80 1.21
O -2.76 -2.02 -1.33
H -3.64 -2.38 -1.36
H 0.69 2.67 -1.24
O 3.63 -0.08 3.79
H 1.55 1.50 1.12
H 4.00 0.70 3.47
O -0.05 -1.94 0.65
H -0.99 -1.88 0.65
H 0.09 -2.71 0.13
O -2.03 -4.66 0.32
H -2.44 -5.44 -0.01
H 1.90 2.40 -2.12
O 1.74 5.42 -1.21
H -3.45 0.98 -1.49
H -2.08 1.09 -2.38
O 3.22 -2.65 -3.04
H 3.19 -3.42 -2.46
H 4.15 -2.42 -2.95
O -0.10 -4.28 1.84
H 0.73 -3.84 1.59
H -0.67 1.38 -1.74
O 1.37 2.00 -1.43
H 2.39 6.13 -1.12
H 2.78 -0.29 3.49
O -1.31 0.44 0.35
H -0.74 -0.35 -0.05
H -0.79 0.62 1.16
O 5.83 0.65 -0.01
H 6.42 1.03 -0.69
H 6.09 -0.17 0.48
O 3.98 2.79 1.42
H -0.80 -3.67 1.86
H 4.46 3.59 1.26
O -4.44 0.73 3.25
H -4.86 1.61 3.40
H -3.64 0.76 2.74
O -2.56 -2.68 3.20
H -2.34 -2.69 4.14
H -1.96 -3.32 2.79
O -3.19 3.69 -1.35
H -0.07 -1.80 -3.96
H -3.96 4.31 -1.31
O -3.11 0.39 -2.22
H -2.37 -2.56 -0.66
H -2.81 -0.37 -1.64
O -1.26 2.09 -2.16
H 1.12 1.73 2.51
H -1.84 2.27 -1.29
H 1.77 4.94 -2.01
H -2.45 3.96 -1.89
*
```

These are the Löwdin partial charges, in e, on atoms 1 to 2: number 1, O, carries -0.02; number 2, H, carries -0.01

---

No. 4
Molecular formula: H37O18
Method: DFT, ωB97M-V/def2-TZVPD

```
! RIJCOSX wB97M-V def2-TZVPD def2/J DEFGRID3
* xyz 1 1
O 4.29 2.20 -0.08
H 0.03 6.17 -0.96
H 4.07 3.05 -0.60
O -2.56 -1.76 0.29
H -2.09 -1.55 3.93
O -2.67 0.91 1.24
H -2.18 0.02 1.27
H 1.79 -2.73 -4.17
O 3.37 -3.04 1.38
H -3.45 -1.61 0.33
H 2.86 -3.77 1.34
O 3.15 -0.76 0.38
H 2.07 -0.44 0.27
H 3.73 -0.13 0.91
O -1.75 -0.77 3.48
H -1.64 -0.08 4.26
H 0.74 -3.64 -4.52
O 1.43 -3.69 2.98
H -2.03 -4.18 1.10
H -1.11 -1.41 -1.83
O -5.11 -1.82 -0.28
H -5.81 -1.81 -1.06
H -5.61 -2.25 0.43
O -0.10 2.33 -1.24
H 0.31 3.18 -1.53
H -0.68 2.21 -3.63
O 1.03 -2.97 -3.94
H 1.00 -4.22 2.38
H 3.79 -3.06 2.26
O 2.03 5.10 3.40
H 2.41 5.53 2.65
H 1.13 5.19 3.27
O 4.16 1.43 3.24
H 3.34 1.93 3.36
H 4.65 1.87 3.91
O -0.70 5.71 -0.55
H -1.00 2.69 -1.01
H -1.08 5.20 -1.27
O 0.64 0.20 0.39
H 0.95 1.17 0.61
H -0.04 0.17 -0.02
O -2.47 0.15 -4.94
H -2.96 0.59 -5.64
H -2.89 -0.76 -5.06
O -1.29 2.72 -4.16
H 4.65 2.31 0.81
H 2.85 -1.62 0.81
O -0.64 -0.74 -2.19
H -3.36 1.04 0.53
H -0.40 -1.22 -3.09
O -1.39 -4.88 1.13
H -2.39 -1.76 -0.62
H -1.96 -5.62 1.37
H 0.89 -2.86 2.92
H -1.98 2.05 -4.24
*
```

These are the Löwdin partial charges, in e, on atoms 1 to 2: number 1, O, carries -0.09; number 2, H, carries 0.03

---

no.,calculated total energy (hartree),highest occupied orbital energy (eV)
1,-1375.8964,-10.69
2,-1375.8252,-10.97
3,-1376.1436,-13.01
4,-1376.0999,-12.85